{
  "formula": "C7H11N2O2S",
  "method": "ωB97M-V/def2-TZVPD",
  "species": ["C", "C", "C", "C", "C", "C", "C", "N", "N", "O", "O", "S", "H", "H", "H", "H", "H", "H", "H", "H", "H", "H", "H"],
  "positions_angstrom": [[1.989, -1.951, -0.012], [3.113, 1.439, 0.056], [0.296, -0.292, 0.422], [-1.859, -1.155, -0.639], [-1.057, 1.215, -0.921], [-2.041, 0.435, 1.304], [-1.124, 0.093, 0.071], [0.763, -1.388, -0.052], [3.980, 0.147, -0.137], [2.544, 1.771, 1.087], [3.033, 1.973, -1.062], [3.583, -1.340, -0.054], [1.825, -3.028, -0.288], [0.730, 0.488, 0.977], [-2.182, -1.737, 0.314], [-1.194, -1.751, -1.206], [-2.642, -0.815, -1.233], [-0.274, 0.885, -1.549], [-2.009, 1.433, -1.463], [-0.768, 2.043, -0.317], [-2.264, 1.436, 1.130], [-1.472, 0.378, 2.226], [-2.970, -0.280, 1.348]],
  "homo_ha": [-0.1402, -0.1411],
  "homo_lumo_gap_ev": [7.0, 7.1],
  "total_energy_ev": -25345.783,
  "spin_multiplicity": 1,
  "charge": -1,
  "e_above_lowest_ev": 2.323
}

=====

{
  "formula": "C2H4ClFS",
  "method": "ωB97M-V/def2-TZVPD",
  "species": ["F", "C", "Cl", "C", "S", "H", "H", "H", "H"],
  "positions_angstrom": [[-0.676, 1.440, -0.841], [-0.741, 0.433, 0.105], [-1.759, -0.861, -0.642], [0.565, -0.261, 0.537], [1.880, -0.401, -0.703], [-1.348, 0.807, 0.939], [0.128, -1.177, 0.870], [0.828, 0.292, 1.517], [1.122, -0.273, -1.781]],
  "homo_ha": -0.3512,
  "homo_lumo_gap_ev": 10.4,
  "total_energy_ev": -28213.485,
  "spin_multiplicity": 1,
  "smiles": "F[C@@H](Cl)CS",
  "e_above_lowest_ev": 0.464
}

=====

{
  "formula": "C36H36BrLaN9O2SbSe5",
  "method": "ωB97M-V/def2-TZVPD",
  "species": ["La", "O", "C", "C", "C", "C", "C", "C", "C", "O", "N", "N", "C", "C", "Br", "C", "C", "C", "C", "C", "C", "C", "H", "H", "H", "H", "H", "H", "H", "H", "H", "H", "H", "H", "H", "H", "Se", "Sb", "Se", "Se", "Se", "Se", "N", "C", "C", "C", "C", "C", "C", "N", "H", "H", "H", "H", "C", "C", "C", "C", "C", "C", "C", "C", "N", "H", "H", "H", "H", "H", "H", "C", "N", "C", "N", "C", "N", "C", "N", "C", "C", "H", "H", "H", "H", "H", "H", "H", "H", "H", "H", "H", "H"],
  "positions_angstrom": [[0.840, -0.478, -0.849], [-2.500, -4.623, 1.231], [-1.658, -4.255, 2.310], [-1.450, -5.086, 3.434], [-0.852, -4.601, 4.601], [-0.518, -3.238, 4.668], [-0.425, -2.586, 3.446], [-0.975, -3.045, 2.264], [-0.943, -2.044, 1.130], [0.177, -1.239, 1.144], [-2.054, -1.140, 1.294], [-2.228, -0.282, 0.273], [-3.351, 0.307, 0.269], [-3.902, 1.031, -0.945], [-5.379, 2.108, -0.359], [-3.607, 0.880, -2.213], [-4.502, 1.341, -3.351], [-5.844, 0.861, -3.365], [-6.586, 0.940, -4.513], [-6.047, 1.518, -5.649], [-4.740, 2.036, -5.648], [-3.955, 1.912, -4.507], [-2.181, -5.489, 0.949], [-1.757, -6.126, 3.438], [-0.851, -5.267, 5.449], [-0.261, -2.776, 5.571], [-0.069, -1.539, 3.483], [-0.928, -2.567, 0.180], [-2.935, -1.640, 1.458], [-4.059, 0.138, 1.059], [-2.759, 0.273, -2.475], [-6.174, 0.324, -2.493], [-7.565, 0.520, -4.549], [-6.617, 1.732, -6.539], [-4.347, 2.605, -6.532], [-2.907, 2.165, -4.519], [-1.124, 1.637, -8.871], [-1.132, 3.973, -9.244], [1.647, 2.012, -2.023], [-0.251, 1.241, -2.762], [-0.287, 5.433, -7.477], [-1.030, 3.411, 3.914], [-1.375, 2.846, 2.236], [-1.176, 3.875, 1.442], [-1.107, 3.797, 0.016], [-0.857, 4.913, -0.673], [-0.591, 6.195, -0.067], [-0.547, 6.303, 1.287], [-0.802, 5.111, 2.085], [-0.659, 5.075, 3.391], [-1.240, 2.797, -0.432], [-0.676, 4.804, -1.758], [-0.376, 7.025, -0.739], [-0.366, 7.235, 1.812], [3.099, -1.958, -1.998], [2.318, -2.923, -1.401], [1.168, -3.490, -2.069], [0.354, -4.442, -1.483], [0.618, -4.940, -0.208], [1.732, -4.359, 0.500], [2.520, -3.431, -0.061], [-0.139, -6.073, 0.231], [-0.817, -6.957, 0.536], [2.838, -1.786, -3.060], [4.014, -1.540, -1.630], [1.017, -3.214, -3.097], [-0.453, -4.892, -2.062], [1.897, -4.775, 1.455], [3.337, -3.031, 0.489], [3.429, -0.753, 2.138], [3.110, 0.239, 1.020], [4.360, 0.525, 0.267], [5.414, 1.084, 1.116], [5.693, 0.081, 2.153], [4.506, -0.246, 3.023], [4.077, 1.033, 3.586], [3.757, 2.069, 2.568], [2.727, 1.524, 1.748], [4.922, 2.308, 1.770], [3.824, -1.693, 1.735], [2.497, -0.893, 2.697], [4.129, 1.249, -0.520], [4.689, -0.312, -0.296], [6.447, 0.454, 2.841], [5.975, -0.820, 1.601], [4.808, 1.435, 4.300], [3.162, 0.811, 4.174], [2.540, 2.267, 0.963], [1.783, 1.345, 2.305], [5.772, 2.684, 2.360], [4.732, 3.066, 1.025]],
  "homo_ha": -0.0722,
  "homo_lumo_gap_ev": 4.9,
  "total_energy_ev": -459594.695,
  "spin_multiplicity": 1,
  "charge": -2,
  "e_above_lowest_ev": 2.714
}